{"formula": "C27H26N5OPbS", "method": "ωB97M-V with the def2-TZVPD basis set", "homo_energy_ev": [-16.626, -16.627], "multiplicity": 1, "gap_ev": [5.32, 6.13], "charge": 3, "energy_ev": -53973.48552, "lumo_energy_ev": [-11.3, -10.5], "species": ["Pb", "N", "C", "N", "C", "N", "N", "C", "C", "C", "C", "C", "C", "N", "C", "C", "C", "C", "C", "C", "H", "H", "H", "H", "H", "H", "H", "H", "H", "H", "H", "C", "C", "C", "C", "C", "H", "H", "H", "H", "H", "C", "C", "C", "C", "C", "C", "C", "S", "C", "O", "H", "H", "H", "H", "H", "H", "H", "H", "H", "H"], "positions_angstrom": [[0.563, -0.313, -0.358], [-3.223, 2.646, -0.912], [-2.612, 1.566, -0.470], [-1.914, 0.742, -1.203], [-1.904, 0.950, -2.514], [-1.309, 0.087, -3.346], [-0.520, -0.820, -2.784], [-0.014, -1.691, -3.675], [0.972, -2.677, -3.341], [1.349, -3.539, -4.402], [2.263, -4.542, -4.140], [2.754, -4.627, -2.825], [2.299, -3.715, -1.857], [1.423, -2.742, -2.067], [-2.564, 2.044, -3.096], [-2.589, 2.215, -4.516], [-3.203, 3.310, -5.024], [-3.789, 4.262, -4.185], [-3.777, 4.133, -2.792], [-3.203, 2.995, -2.253], [-3.697, 3.234, -0.267], [-2.818, 1.377, 0.564], [-0.373, -1.713, -4.727], [0.896, -3.371, -5.368], [2.608, -5.206, -4.907], [3.511, -5.342, -2.525], [2.641, -3.785, -0.846], [-2.162, 1.487, -5.143], [-3.213, 3.343, -6.104], [-4.241, 5.139, -4.683], [-4.249, 4.887, -2.192], [-0.017, -3.882, 0.916], [0.727, -3.362, 1.918], [0.233, -2.050, 2.253], [-0.762, -1.698, 1.247], [-0.975, -2.895, 0.527], [0.027, -4.849, 0.406], [1.594, -3.782, 2.440], [0.571, -1.462, 3.072], [-1.595, -1.049, 1.512], [-1.740, -3.029, -0.206], [3.640, -0.258, 5.909], [2.598, 0.382, 5.050], [1.243, 0.304, 5.356], [0.315, 0.827, 4.501], [0.737, 1.492, 3.354], [2.079, 1.588, 3.007], [2.995, 0.974, 3.843], [-0.534, 2.123, 2.291], [0.050, 3.821, 2.159], [-0.205, 1.552, 0.892], [3.264, -1.035, 6.533], [4.212, 0.463, 6.495], [4.391, -0.747, 5.284], [0.919, -0.122, 6.285], [-0.716, 0.776, 4.700], [2.418, 2.107, 2.127], [4.043, 1.047, 3.653], [1.098, 3.810, 1.812], [0.062, 4.245, 3.165], [-0.579, 4.372, 1.454]]}